ORCA calculation (ωB97M-V with the def2-TZVPD basis set) on C18H19B2F17I2NO5P2PbS as an isolated structure.

Structure (XYZ):
```
68
Properties=species:S:1:pos:R:3:nbo_charge:R:1
C 1.6374 -5.5625 3.6579 -0.248
O 1.6118 -5.2375 2.2482 -0.740
B 2.1087 -3.9636 1.9945 1.136
O 3.4782 -3.7615 1.9024 -0.912
B 1.0200 -2.6467 1.7295 0.489
C -0.2587 -2.8645 2.7028 -0.366
I -2.0114 -3.6875 1.8080 0.308
C -0.2466 -2.5383 4.0287 -0.073
C 0.9830 -1.9331 4.6638 -0.704
I -1.9842 -2.8287 5.2296 0.258
O 1.5762 -1.3229 1.5769 -0.680
C 1.0266 -0.6602 0.4735 0.042
C 1.8354 0.5876 0.0353 -0.454
C 1.5746 0.9558 -1.4616 -0.485
C 2.2295 2.3054 -1.8708 0.652
F 2.9304 2.8550 -0.8677 -0.303
F 3.1482 1.9961 -2.8381 -0.322
C 1.2163 3.2700 -2.5483 0.583
F 1.9213 4.2669 -3.1208 -0.294
F 0.6314 2.5807 -3.5426 -0.298
C 0.1818 3.8903 -1.5808 0.578
F -0.5982 2.8766 -1.1148 -0.328
F 0.7661 4.4301 -0.5067 -0.281
C -0.6958 5.0456 -2.2074 0.595
F -0.0226 6.1838 -1.9541 -0.285
F -0.7850 4.9749 -3.5352 -0.284
C -2.0708 5.1837 -1.4846 0.583
F -2.5528 6.3914 -1.8055 -0.277
F -1.8657 5.2307 -0.1609 -0.290
C -3.1327 4.0995 -1.9062 0.588
F -4.1078 4.7454 -2.5792 -0.290
F -2.6605 3.1662 -2.7479 -0.292
C -3.8380 3.3824 -0.7170 0.561
F -2.9857 2.7529 0.0911 -0.280
F -4.4933 4.3211 -0.0163 -0.288
C -4.8972 2.3184 -1.1283 0.943
F -5.4439 1.8270 0.0998 -0.412
F -4.3775 1.2728 -1.6905 -0.258
F -5.9022 2.7781 -1.8002 -0.259
P -0.5616 0.0921 1.2066 1.433
O -0.3513 0.2564 2.6797 -1.114
C 0.9113 -1.8880 -0.5190 -0.026
C 2.2855 -2.4208 -1.1421 -0.528
C 2.1754 -3.9024 -1.5572 0.133
N 2.1224 -4.2259 -2.7758 -0.575
P -0.2218 -1.7842 -2.0070 0.845
S -2.0538 -1.2109 -1.6427 -0.635
O 0.5445 -2.9286 0.3498 -0.673
H 0.6875 -5.2063 4.0991 0.193
H 2.5235 -5.0910 4.1138 0.162
H 1.6490 -6.6564 3.7466 0.219
H 3.9227 -3.9842 2.7363 0.513
H 1.0817 -0.8529 4.4665 0.298
H 1.9096 -2.4848 4.4307 0.223
H 0.8618 -2.0287 5.7590 0.239
H 1.5490 1.4729 0.6260 0.234
H 2.9234 0.4484 0.1329 0.249
H 2.0567 0.1558 -2.0447 0.236
H 0.5045 0.9145 -1.7197 0.230
H -0.6926 1.4036 0.6772 -0.058
H -1.7116 -0.7075 1.0336 -0.040
H 2.5938 -1.8330 -2.0206 0.213
H 3.0100 -2.3774 -0.3075 0.265
H 2.1638 -4.7344 -0.8426 0.199
H 2.1651 -3.3776 -3.3520 0.311
H 0.4042 -0.9837 -3.0022 0.000
H -0.2811 -3.0832 -2.5741 0.037
Pb -7.1178 0.3368 0.3927 0.801
```

Computed properties:
**Net charge**: +1
**Frontier orbital gap**: 0.0644 hartree
**M**: 1228.965 g/mol
**E**: -129102.25504 eV
**Multiplicity**: 1



ORCA calculation (ωB97M-V with the def2-TZVPD basis set) on one molecule with the formula C18H19BrN4O2.

Structure (XYZ):
```
44
Properties=species:S:1:pos:R:3:nbo_charge:R:1
H 3.1002 -0.8112 1.6557 0.349
N 2.2781 -1.3948 1.5588 -0.820
C 1.2080 -0.7751 1.2619 0.601
N 0.0107 -1.4265 1.0795 -0.427
C -0.0876 -2.8597 1.0270 -0.203
C 0.5044 -3.4326 -0.2674 -0.433
C -0.0486 -2.7392 -1.5149 -0.067
O 0.7302 -1.5789 -1.7504 -0.507
C 0.1682 -0.4094 -2.1329 0.306
C -1.1458 -0.2321 -2.5557 -0.243
C -1.6128 1.0339 -2.8600 -0.226
C -0.7660 2.1203 -2.7641 -0.106
Br -1.4320 3.8627 -3.1347 0.042
C 0.5603 1.9584 -2.3970 -0.221
C 1.0208 0.6987 -2.0864 -0.259
C -0.9776 -0.5050 0.8053 0.213
C -2.3270 -0.6464 0.5468 -0.277
C -3.0643 0.5076 0.3172 -0.221
C -2.4751 1.7614 0.3540 -0.220
C -1.1216 1.9143 0.6223 -0.236
C -0.3834 0.7699 0.8416 0.121
N 0.9587 0.5858 1.1083 -0.413
C 1.9291 1.6312 1.2545 -0.311
C 2.0120 2.1837 2.6870 0.660
N 1.9926 1.2308 3.6409 -0.826
O 2.1015 3.3643 2.9228 -0.600
H -1.1422 -3.1283 1.1189 0.202
H 0.4657 -3.2680 1.8772 0.232
H 0.2920 -4.5003 -0.3105 0.214
H 1.5843 -3.2855 -0.2496 0.244
H 0.0367 -3.3970 -2.3893 0.189
H -1.1022 -2.4882 -1.3644 0.176
H -1.8226 -1.0659 -2.6537 0.216
H -2.6374 1.1689 -3.1696 0.230
H 1.2202 2.8111 -2.3491 0.229
H 2.0459 0.5404 -1.7912 0.227
H -2.8018 -1.6158 0.5234 0.214
H -4.1199 0.4228 0.1089 0.215
H -3.0773 2.6381 0.1729 0.221
H -0.6715 2.8931 0.6643 0.229
H 1.6848 2.4563 0.5819 0.243
H 2.9187 1.2466 0.9803 0.230
H 1.9487 0.2490 3.4235 0.407
H 2.0448 1.5108 4.6061 0.408
```

Computed properties:
**SMILES string**: [H]/N=c1/n(CCCOc2ccc(Br)cc2)c2ccccc2n1CC(N)=O
**Frontier orbital gap**: 0.3072 hartree
**M**: 403.280 g/mol
**E**: -99073.55776 eV
**Multiplicity**: 1
**Relative energy (zero: lowest compared OMol25 entry of this formula, charge and spin)**: 0.00 kJ/mol



ORCA calculation (ωB97M-V with the def2-TZVPD basis set) on C18H19Cl5F6N3O7PS2W as an isolated structure.

Structure (XYZ):
```
62
Properties=species:S:1:pos:R:3:nbo_charge:R:1
W 0.1914 -0.0746 -0.7352 1.807
C -1.5656 -2.7432 4.4649 -0.631
C -2.4007 -1.7852 3.6626 -0.044
O -1.6044 -1.3691 2.4996 -0.847
P -2.0738 -0.3976 1.3757 1.833
S -0.7782 1.1344 1.1922 -0.403
S -2.0080 -1.2057 -0.4576 -0.313
O -3.5116 0.0027 1.8422 -0.830
C -4.4896 0.7551 1.0560 -0.054
C -4.4343 2.2184 1.4064 -0.643
H -2.1271 -3.0468 5.3489 0.233
H -0.6391 -2.2740 4.7922 0.222
H -1.3263 -3.6333 3.8862 0.227
H -2.6610 -0.8894 4.2236 0.195
H -3.3132 -2.2465 3.2891 0.196
H -5.4434 0.3046 1.3200 0.211
H -4.3007 0.5565 0.0007 0.193
H -4.6471 2.3720 2.4631 0.227
H -5.1870 2.7522 0.8249 0.238
H -3.4617 2.6486 1.1708 0.222
Cl -1.7015 5.2952 -5.8593 0.103
C -1.2096 4.1654 -4.6745 -0.076
C -2.1623 3.4785 -3.9215 -0.072
Cl -3.8294 3.7620 -4.1904 0.095
C -1.7620 2.5623 -2.9514 -0.095
Cl -2.9243 1.7211 -2.0206 0.074
C -0.4087 2.3280 -2.7403 0.313
O 0.0033 1.4390 -1.8062 -0.675
C 0.5455 3.0183 -3.4882 -0.111
Cl 2.2062 2.7223 -3.1841 0.071
C 0.1493 3.9332 -4.4559 -0.064
Cl 1.3283 4.7713 -5.3688 0.096
C 2.8093 -2.8060 -0.2619 -0.639
C 1.5880 -2.6249 0.6259 0.112
O 0.8749 -1.4679 0.2916 -0.669
C 0.6220 -3.8153 0.4085 0.970
F -0.5185 -3.6882 1.0857 -0.305
F 1.2045 -4.9633 0.7640 -0.306
F 0.3101 -3.8956 -0.8920 -0.310
C 2.0148 -2.4919 2.1329 0.969
F 3.2827 -2.8685 2.3064 -0.308
F 1.9283 -1.2113 2.5259 -0.321
F 1.2712 -3.2196 2.9612 -0.303
H 2.4966 -2.8148 -1.3021 0.255
H 3.3082 -3.7435 -0.0243 0.255
H 3.5100 -1.9906 -0.0976 0.231
O 0.4713 -1.6924 -4.3684 -0.297
N 0.1220 -1.1908 -3.3499 0.728
O 1.0064 -1.1143 -2.3433 -0.598
O -0.9812 -0.7139 -3.0881 -0.419
C 2.5096 1.6757 1.9251 -0.678
C 2.9528 1.2355 0.5753 0.440
N 2.2980 0.6354 -0.4184 -0.561
C 3.2371 0.3812 -1.4172 -0.081
C 4.4431 0.8401 -1.0249 -0.074
N 4.2415 1.3786 0.2227 -0.489
H 1.4830 1.4056 2.1277 0.258
H 2.6173 2.7566 2.0213 0.247
H 3.1336 1.1955 2.6795 0.250
H 2.9629 -0.1024 -2.3347 0.259
H 5.4033 0.8398 -1.5075 0.247
H 4.9437 1.7952 0.8116 0.438
```

Computed properties:
**Net charge**: +1
**⟨S²⟩**: 0.756
**Frontier orbital gap (alpha / beta)**: 0.2631 / 0.2536 hartree
**M**: 959.565 g/mol
**E**: -149476.13499 eV
**Multiplicity**: 2
**Relative energy (zero: lowest compared OMol25 entry of this formula, charge and spin)**: 80.17 kJ/mol



ORCA calculation (ωB97M-V with the def2-TZVPD basis set) on one molecule with the formula C18H19ClN2O4S.

Structure (XYZ):
```
45
Properties=species:S:1:pos:R:3:nbo_charge:R:1
O -0.2666 -2.6105 0.9677 -0.589
C -1.0387 -1.8066 0.4931 0.646
N -2.2120 -2.1178 -0.1316 -0.614
C -2.7725 -3.3745 -0.3704 0.236
C -4.0275 -3.4228 -0.9769 -0.264
C -4.6253 -4.6392 -1.2420 -0.182
C -3.9902 -5.8240 -0.9110 -0.258
C -2.7435 -5.7659 -0.3090 -0.003
Cl -1.9351 -7.2319 0.1115 0.013
C -2.1240 -4.5585 -0.0341 -0.300
C -0.7756 -0.3337 0.5568 -0.056
C -1.0513 0.5193 -0.5104 -0.223
C -0.7280 1.8618 -0.4217 -0.179
C -0.1365 2.3424 0.7295 -0.303
S 0.2591 4.0921 0.8352 2.313
O 0.9083 4.3451 2.0878 -0.946
O -0.9448 4.7975 0.5123 -0.927
N 1.3453 4.4486 -0.3687 -0.840
C 2.7489 4.2260 -0.1486 -0.248
C 3.2176 2.7818 -0.4272 0.083
C 3.4152 1.9103 0.8230 -0.431
C 3.1462 0.4899 0.3074 -0.442
C 2.5542 0.7211 -1.0968 -0.067
O 2.2412 2.0953 -1.1937 -0.549
C 0.1238 1.5163 1.8039 -0.189
C -0.1824 0.1699 1.7113 -0.200
H -2.7901 -1.3406 -0.4213 0.402
H -4.5326 -2.5037 -1.2383 0.206
H -5.5968 -4.6670 -1.7112 0.221
H -4.4520 -6.7762 -1.1147 0.229
H -1.1560 -4.5319 0.4366 0.270
H -1.4832 0.1343 -1.4235 0.219
H -0.9340 2.5399 -1.2344 0.232
H 1.0235 4.1547 -1.2769 0.408
H 2.9333 4.4843 0.8953 0.238
H 3.2980 4.9246 -0.7862 0.208
H 4.1609 2.8098 -0.9988 0.166
H 4.4157 2.0264 1.2333 0.220
H 2.6898 2.1989 1.5821 0.213
H 2.4421 -0.0419 0.9436 0.222
H 4.0613 -0.0958 0.2437 0.214
H 3.2882 0.4585 -1.8716 0.167
H 1.6360 0.1607 -1.2747 0.193
H 0.5615 1.9402 2.6943 0.249
H 0.0284 -0.5073 2.5254 0.241
```

Computed properties:
**SMILES string**: O=C(Nc1cccc(Cl)c1)c1ccc(S(=O)(=O)NC[C@H]2CCCO2)cc1
**Frontier orbital gap**: 0.3263 hartree
**M**: 394.880 g/mol
**E**: -53502.42337 eV
**Multiplicity**: 1
**Relative energy (zero: lowest compared OMol25 entry of this formula, charge and spin)**: 107.92 kJ/mol



ORCA calculation (ωB97M-V with the def2-TZVPD basis set) on one molecule with the formula C18H19ClN4O3.

Structure (XYZ):
```
45
Properties=species:S:1:pos:R:3:nbo_charge:R:1
O -3.8371 -2.3595 0.4898 -0.633
C -3.2361 -1.4135 0.9552 0.674
C -3.9620 -0.1901 1.5168 -0.478
C -4.4455 0.7077 0.3662 -0.497
C -3.2603 1.2448 -0.3978 0.677
O -2.9218 0.8963 -1.5058 -0.612
N -2.5739 2.2302 0.2646 -0.461
N -1.2821 2.5619 -0.1688 -0.472
C -0.2578 1.8052 0.3981 0.799
O -0.4582 1.1568 1.4070 -0.678
N 0.9361 1.9708 -0.2276 -0.597
C 2.1675 1.3899 0.0919 0.147
C 2.3539 0.5747 1.2032 -0.185
C 3.5926 0.0151 1.4512 -0.223
C 4.6507 0.2692 0.5946 -0.062
Cl 6.1952 -0.4426 0.9006 0.004
C 4.4815 1.0898 -0.5094 -0.210
C 3.2427 1.6460 -0.7561 -0.231
N -1.8941 -1.3482 1.0330 -0.627
C -1.0409 -2.4103 0.5435 -0.268
C 0.0247 -1.9058 -0.3913 0.052
C -0.3011 -1.0444 -1.4320 -0.255
C 0.6779 -0.5953 -2.2997 -0.210
C 1.9907 -1.0091 -2.1479 -0.224
C 2.3219 -1.8689 -1.1159 -0.211
C 1.3454 -2.3068 -0.2391 -0.231
H -3.3102 0.3586 2.1981 0.205
H -4.8329 -0.5476 2.0678 0.242
H -5.0393 1.5347 0.7593 0.227
H -5.0553 0.1144 -0.3160 0.255
H -2.7110 2.3757 1.2552 0.403
H -1.2692 2.7110 -1.1716 0.400
H 0.9408 2.5336 -1.0666 0.400
H 1.5301 0.3754 1.8661 0.249
H 3.7347 -0.6215 2.3099 0.230
H 5.3106 1.2871 -1.1701 0.229
H 3.1068 2.2820 -1.6190 0.211
H -1.4290 -0.5191 1.3816 0.430
H -1.6990 -3.1174 0.0256 0.248
H -0.5761 -2.9275 1.3918 0.194
H -1.3257 -0.7321 -1.5690 0.244
H 0.4090 0.0692 -3.1087 0.208
H 2.7523 -0.6680 -2.8336 0.212
H 3.3433 -2.1962 -0.9915 0.216
H 1.6101 -2.9766 0.5666 0.208
```

Computed properties:
**SMILES string**: O=C(CCC(=O)NNC(=O)Nc1ccc(Cl)cc1)NCc1ccccc1
**Frontier orbital gap**: 0.3344 hartree
**M**: 374.828 g/mol
**E**: -43601.53729 eV
**Multiplicity**: 1
**Relative energy (zero: lowest compared OMol25 entry of this formula, charge and spin)**: 0.00 kJ/mol



ORCA calculation (ωB97M-V with the def2-TZVPD basis set) on a 3-piece molecular cluster, C18H19F2N2 overall.

Structure (XYZ):
```
41
Properties=species:S:1:pos:R:3:nbo_charge:R:1
N 4.9129 -3.5606 2.5258 -0.805
C 3.9645 -4.6786 2.5025 -0.249
C 2.5067 -4.2958 2.5897 -0.024
C 1.9857 -3.0812 2.1552 -0.090
C 0.6339 -2.8029 2.2795 -0.211
C -0.1948 -3.7595 2.8253 0.074
N 0.3189 -4.9340 3.2099 -0.407
C 1.6236 -5.2260 3.1149 0.084
H 5.4766 -3.6392 3.3622 0.377
H 4.4524 -2.6657 2.6283 0.351
H 4.1676 -5.3218 3.3586 0.208
H 4.1229 -5.3107 1.6289 0.224
H 2.6754 -2.3606 1.7444 0.244
H 0.2616 -1.8480 1.9444 0.271
H -1.2498 -3.5717 2.9365 0.253
H -0.3156 -5.6281 3.5858 0.450
H 1.9602 -6.1889 3.4624 0.246
F -0.7822 2.2389 1.4368 -0.320
C -1.0913 1.4090 0.4244 0.400
C -0.1548 0.4835 0.0074 -0.310
C -0.4749 -0.3755 -1.0360 -0.200
C -1.7171 -0.2924 -1.6511 -0.225
C -2.6417 0.6482 -1.2193 -0.175
C -2.3321 1.5051 -0.1717 -0.296
H 0.8126 0.4455 0.4936 0.218
H 0.2482 -1.1075 -1.3724 0.214
H -1.9619 -0.9562 -2.4689 0.225
H -3.6062 0.7207 -1.7029 0.232
H -3.0424 2.2406 0.1828 0.242
F -2.3426 2.7209 -4.1756 -0.331
C -2.0300 3.9479 -3.7054 0.396
C -1.9389 4.1342 -2.3411 -0.291
C -1.6144 5.3942 -1.8584 -0.182
C -1.3952 6.4441 -2.7400 -0.232
C -1.4964 6.2330 -4.1086 -0.185
C -1.8122 4.9747 -4.6010 -0.284
H -2.1205 3.2997 -1.6749 0.220
H -1.5327 5.5559 -0.7915 0.215
H -1.1459 7.4258 -2.3605 0.219
H -1.3297 7.0505 -4.7967 0.221
H -1.8893 4.7878 -5.6638 0.232
```

Computed properties:
**Net charge**: +1
**Frontier orbital gap**: 0.2199 hartree
**M**: 301.360 g/mol
**E**: -27382.60817 eV
**Multiplicity**: 1
**Relative energy (zero: lowest compared OMol25 entry of this formula, charge and spin)**: 0.00 kJ/mol



Number 1: strongest force on any atom 0.06832 hartree/bohr. Number 2: strongest force on any atom 0.01460 hartree/bohr. Number 3: strongest force on any atom 0.01371 hartree/bohr. Number 4: strongest force on any atom 0.02039 hartree/bohr. Number 5: strongest force on any atom 0.01408 hartree/bohr. Number 6: strongest force on any atom 0.01546 hartree/bohr.